1.
Formula: C24H33AsFeN3O4PSSbSe4
Source: the OMol25 dataset
Level of theory: ωB97M-V/def2-TZVPD

Geometry as ORCA input:
```
! wB97M-V def2-TZVPD RIJCOSX def2/J DEFGRID3
* xyz -2 6
Sb -0.18 -2.76 5.32
Se -0.26 -2.00 7.64
Se 1.75 -1.33 1.41
Se -1.31 -4.76 6.20
Se 0.44 -1.81 3.24
As 4.08 -0.96 -2.01
Fe -0.20 -0.75 1.61
S 2.75 -0.67 -0.38
P -0.35 0.86 -0.29
O -1.75 -1.90 0.47
O -0.82 1.22 2.14
O -1.20 3.35 2.53
O 1.26 -3.03 -2.75
N -2.47 -3.15 -1.29
N -0.22 -2.45 -1.13
N -2.86 -0.50 3.41
C -2.27 1.82 3.99
C -1.94 1.77 -0.35
C -2.17 -3.85 -2.42
C -0.94 -3.88 -2.94
C -3.29 3.76 -0.31
C -0.26 0.43 -2.08
C -1.35 2.16 2.82
C 0.12 -3.11 -2.28
C -3.82 -3.13 -0.75
C 1.84 2.25 0.81
C -3.09 1.00 -0.47
C 1.14 3.02 -1.34
C 4.69 -2.70 -1.27
C -1.44 -2.47 -0.61
C -4.34 1.60 -0.53
C 5.71 0.09 -1.74
C 0.94 2.18 -0.24
C 4.53 -1.25 -3.91
C -4.44 2.99 -0.47
C -2.31 0.38 4.45
C -2.04 3.15 -0.25
C 2.23 3.88 -1.38
C 2.94 3.10 0.77
C 3.14 3.91 -0.34
H 5.59 -3.03 -1.80
H -4.48 -2.55 -1.41
H -5.41 3.47 -0.52
H 1.71 1.64 1.70
H -5.23 0.99 -0.62
H -3.86 -0.36 3.32
H -3.02 -0.09 -0.46
H -1.16 3.76 -0.09
H -4.20 -4.15 -0.66
H 6.44 -0.49 -2.32
H -2.83 0.27 5.41
H -3.00 -4.39 -2.86
H -0.41 1.30 -2.73
H 3.64 3.10 1.60
H 2.38 4.51 -2.25
H 5.60 1.05 -2.24
H -1.97 2.47 4.82
H 0.71 -0.01 -2.32
H -2.69 -1.47 3.64
H 4.89 -2.62 -0.20
H 5.43 -1.87 -3.87
H -1.02 -0.31 -2.32
H 0.44 3.03 -2.16
H 6.10 0.25 -0.74
H -3.77 -2.67 0.23
H 4.01 4.56 -0.38
H -0.70 -4.44 -3.83
H 3.78 -1.74 -4.53
H 3.90 -3.45 -1.38
H -3.37 4.83 -0.22
H -1.27 0.06 4.61
H -3.27 2.15 3.67
H 4.80 -0.28 -4.33
*
```

Its total energy is -15484.517720 hartree. The calculation puts the largest force on an atom at 10.07 eV/Å. Its LUMO energy (spin up / spin down) is 0.141 / 0.121 Eh.


2.
Formula: C13H12Si
Source: the OMol25 dataset
Level of theory: ωB97M-V/def2-TZVPD

Geometry as ORCA input:
```
! wB97M-V def2-TZVPD RIJCOSX def2/J DEFGRID3
* xyz 0 1
Si 0.18 -2.93 -0.48
C 1.51 2.04 -0.24
C 2.63 -0.46 0.28
C -3.06 1.46 -0.19
C 3.42 0.66 0.10
C -1.20 -0.48 0.25
C 2.85 1.88 -0.09
C 0.69 0.94 0.02
C 0.28 -1.39 0.62
C -0.77 0.84 -0.08
C -3.44 0.17 0.10
C 1.24 -0.37 0.32
C -1.75 1.86 -0.32
C -2.55 -0.86 0.32
H -0.90 -3.60 -0.01
H -1.38 2.90 -0.51
H 3.45 2.73 -0.31
H -0.01 -2.70 -1.99
H 3.08 -1.38 0.53
H 4.57 0.67 0.19
H 0.29 -1.41 1.68
H 1.31 -3.65 -0.09
H -4.48 -0.18 0.14
H 0.89 3.01 -0.40
H -2.88 -1.87 0.43
H -3.95 2.11 -0.28
*
```

As for the SMILES: [SiH3]C1c2ccccc2-c2ccccc21. Its total energy is -791.998760 hartree. The calculation puts the largest force on an atom at 5.09 eV/Å. Its LUMO energy is 0.025 Eh.


3.
Formula: C21H55N2O15S5
Source: the OMol25 dataset
Level of theory: ωB97M-V/def2-TZVPD

Geometry as ORCA input:
```
! wB97M-V def2-TZVPD RIJCOSX def2/J DEFGRID3
* xyz -1 1
S 3.09 -5.27 -4.92
S -0.72 -1.22 0.83
S 3.54 0.75 0.27
S -1.03 -0.42 5.98
S -3.02 3.93 0.74
O 2.47 -4.12 -5.48
O -1.84 0.70 6.80
O 2.31 0.18 -0.18
O 2.36 -6.50 -4.79
O -2.13 -1.95 1.02
O 3.73 -4.89 -3.52
O -3.48 3.81 -0.60
O -0.05 -1.00 6.85
O 0.13 -2.10 0.08
O 3.19 2.16 0.94
O -0.28 -0.71 2.10
O -4.29 4.16 1.69
O -2.19 2.93 1.33
O 4.38 0.02 1.17
O -1.98 -1.26 5.31
N 2.69 0.67 -3.75
N -0.35 4.66 -4.10
C -2.89 0.24 7.67
C -0.34 2.18 -4.10
C -0.25 0.64 4.82
C 2.64 1.67 3.29
C -2.14 -3.29 1.54
C -0.66 3.43 -4.88
C 0.03 -0.32 -4.40
C 4.48 1.35 -1.08
C 4.60 -5.60 -5.76
C 2.15 2.17 1.94
C -5.08 1.91 2.28
C -2.36 -0.31 8.98
C 1.21 -0.64 -5.31
C -0.78 0.91 -4.85
C 2.59 -0.45 -4.66
C -1.29 0.12 -0.15
C -5.37 3.22 1.56
C 2.89 -4.22 -2.55
C -1.96 -3.32 3.04
C 1.94 -5.16 -1.84
C -2.26 5.50 0.97
H 2.45 1.53 -4.20
H -2.92 6.27 0.57
H 1.29 1.59 1.59
H -1.68 0.40 9.44
H -5.98 1.29 2.28
H -4.78 2.10 3.31
H -2.05 0.64 0.43
H 0.34 -0.10 -3.39
H 4.86 0.49 -1.62
H 5.17 -4.68 -5.82
H 2.11 0.55 -2.93
H 1.13 -0.06 -6.22
H -5.59 3.06 0.51
H -0.68 1.04 -5.93
H 3.82 1.92 -1.72
H 2.36 -3.40 -3.03
H 1.13 -1.68 -5.62
H 2.48 -6.02 -1.44
H 2.93 -1.36 -4.19
H 5.14 -6.37 -5.22
H 1.18 -5.54 -2.53
H 3.55 2.20 3.58
H -1.38 -3.88 1.02
H -6.23 3.72 2.01
H -3.11 -3.70 1.26
H -0.63 -1.18 -4.35
H 1.88 1.83 4.05
H -1.81 -1.24 8.82
H -3.18 -0.51 9.66
H 5.29 1.97 -0.69
H -0.07 3.49 -5.79
H -1.84 0.72 -4.66
H 3.59 -3.77 -1.84
H -3.50 -0.49 7.15
H -3.50 1.12 7.85
H -2.08 5.65 2.03
H 1.44 -4.63 -1.03
H 3.30 -0.25 -5.46
H -4.28 1.36 1.79
H -1.69 -0.26 -1.09
H 0.40 0.02 4.21
H -1.32 5.48 0.42
H -1.01 4.63 -3.33
H -2.10 -4.34 3.42
H -1.01 1.11 4.20
H -1.71 3.52 -5.18
H 4.34 -5.95 -6.76
H 0.32 1.38 5.37
H -0.98 2.23 -3.22
H -0.96 -2.99 3.33
H 0.54 4.44 -3.66
H 1.84 3.21 2.01
H -0.45 0.78 -0.35
H 2.88 0.61 3.25
H -2.67 -2.66 3.52
*
```

Its total energy is -4062.072244 hartree. The calculation puts the largest force on an atom at 1.49 eV/Å. Its LUMO energy is 0.068 Eh.